ORCA calculation (ωB97M-V/def2-TZVPD) on a molecular structure, C35H95MnN8O9 at a distorted geometry.

Geometry as XYZ:
```
148
Properties=species:S:1:pos:R:3:forces:R:3:mulliken_spin:R:1
Mn -18.2079 -22.8216 10.0117 1.560 0.409 0.527 4.9222
C -12.3234 -22.3649 9.6283 -0.374 -0.111 -0.743 -0.0201
C -13.7273 -21.7547 10.0190 -0.067 1.399 -0.481 0.0024
C -13.7785 -20.2070 9.6316 0.827 -1.037 0.161 0.0092
O -14.8726 -22.3516 9.5255 -0.096 -0.834 -0.104 0.0404
H -12.1681 -22.3616 8.5495 -0.129 0.092 -0.139 0.0010
H -12.1040 -23.3815 9.9546 -0.659 -0.139 0.168 0.0006
H -11.5094 -21.7835 10.0614 -0.252 0.386 0.112 -0.0020
H -13.6571 -21.8136 11.1051 -0.434 0.135 0.566 0.0158
H -12.7814 -19.7846 9.7558 -0.030 0.296 0.552 -0.0005
H -14.5324 -19.6944 10.2291 0.120 0.054 0.024 -0.0006
H -13.9694 -20.0155 8.5757 -0.385 -0.516 -0.093 -0.0014
C -16.7677 -27.4596 8.7738 -0.107 -1.510 -1.405 -0.0007
C -18.2718 -27.4476 8.7757 -0.083 -0.308 3.179 -0.0026
C -18.9668 -28.7779 9.3031 1.631 -0.509 0.065 -0.0006
O -18.2363 -29.3283 10.4786 -0.571 1.390 -0.910 -0.0001
C -18.7728 -30.5307 11.1007 0.163 1.725 -0.957 0.0000
N -18.5570 -26.4066 9.8115 -1.118 0.950 -0.010 0.0051
H -16.5080 -28.4125 8.3127 0.557 0.078 -0.303 0.0001
H -16.3112 -27.5044 9.7626 -0.126 0.504 -0.129 0.0000
H -16.4956 -26.6456 8.1019 0.760 0.030 0.514 0.0008
H -18.6296 -27.0964 7.8079 -0.404 -0.400 0.118 0.0001
H -18.9486 -29.5519 8.5358 -0.058 -0.029 -0.224 0.0001
H -20.0075 -28.5217 9.5014 -0.168 -0.219 0.439 0.0001
H -18.5100 -31.3624 10.4471 -0.474 -0.293 0.251 0.0000
H -19.8336 -30.3236 11.2417 -0.199 -0.758 -0.031 0.0000
H -18.3022 -30.6161 12.0802 0.103 -0.037 -0.207 0.0000
H -19.5177 -26.5092 10.1057 -0.600 0.270 -0.242 -0.0003
H -18.1000 -26.6562 10.6769 0.669 -0.261 -0.059 0.0000
C -11.0351 -14.9644 10.3649 -0.619 0.948 -0.277 0.0000
C -12.1954 -14.3489 11.1424 -1.030 -2.867 0.925 0.0000
C -13.6206 -14.7640 10.5860 2.573 2.197 -0.043 0.0000
O -13.6848 -14.1777 9.3110 0.934 -0.194 0.860 0.0000
C -14.6968 -14.6861 8.5676 -1.235 0.172 -1.671 0.0000
N -12.1200 -14.9220 12.5240 -0.203 1.165 -0.224 0.0000
H -10.1586 -14.4373 10.7417 0.313 -0.295 -0.455 0.0000
H -11.2333 -14.7969 9.3063 0.505 0.204 -0.104 0.0000
H -10.9177 -16.0407 10.4913 -0.179 0.003 0.363 0.0000
H -12.1204 -13.2645 11.2233 -0.015 -0.078 -0.189 0.0000
H -14.3285 -14.2326 11.2221 -0.565 -0.653 0.298 0.0000
H -13.6958 -15.8493 10.5175 -0.268 -0.122 0.272 0.0000
H -14.7573 -15.7732 8.5173 0.488 -0.371 -0.024 0.0001
H -14.5110 -14.2691 7.5778 -0.521 -0.284 -0.261 0.0000
H -15.6846 -14.3861 8.9175 -0.293 0.359 0.111 0.0000
H -12.3454 -15.9065 12.5108 0.180 -0.310 -0.258 0.0000
H -12.9090 -14.5052 12.9971 -0.037 0.100 0.666 0.0000
C -20.8430 -22.3075 5.5957 0.601 -1.072 -1.075 0.0002
C -19.5893 -23.0785 5.8979 -0.056 -2.689 0.011 0.0056
C -18.8220 -23.8266 4.7394 -0.723 1.345 2.153 -0.0011
O -18.4218 -22.8938 3.7713 -0.995 -1.710 0.857 0.0000
C -18.1145 -23.6106 2.6215 1.372 1.805 -2.670 0.0000
N -18.7145 -22.3166 6.7018 1.932 1.883 1.040 0.0091
H -21.0817 -21.5165 6.3066 -0.039 -0.287 0.048 -0.0005
H -21.5241 -23.1583 5.6121 -1.091 0.928 -0.533 -0.0001
H -20.6334 -21.9033 4.6053 -0.865 0.298 -0.129 -0.0004
H -19.8822 -23.9326 6.5085 -0.156 -0.294 0.245 0.0012
H -19.3426 -24.7126 4.3760 -0.609 0.385 -0.480 -0.0005
H -17.9879 -24.2742 5.2799 0.703 0.033 -0.089 0.0001
H -18.0795 -22.7938 1.9006 0.276 -0.214 -0.576 0.0000
H -18.7966 -24.3236 2.1584 -0.614 -0.182 0.944 0.0000
H -17.1091 -24.0317 2.6156 0.073 -0.285 0.417 0.0000
H -17.7709 -22.3553 6.3439 0.595 -0.577 0.201 -0.0007
H -18.8939 -21.3478 6.4799 -0.286 0.526 0.438 -0.0001
C -5.2380 -24.1930 10.1987 -1.452 0.719 0.793 0.0000
C -5.1142 -25.6718 10.5101 0.154 -0.638 -2.602 0.0000
C -6.0598 -26.6003 9.6089 0.086 0.925 0.585 0.0000
O -7.4516 -26.3438 9.8767 0.759 -0.365 -0.942 0.0000
C -8.3187 -26.9606 8.9306 -0.665 -0.613 0.645 0.0000
N -3.7334 -25.9807 10.1230 0.490 -1.522 0.496 0.0000
H -6.2632 -23.8261 10.2490 -0.197 0.042 0.164 0.0000
H -4.8688 -23.8867 9.2200 0.145 -0.508 -0.083 0.0000
H -4.6672 -23.6423 10.9464 0.061 0.121 0.000 0.0000
H -5.2592 -25.9563 11.5523 -0.099 0.319 0.000 0.0000
H -5.8296 -27.6592 9.7262 0.055 -0.126 0.562 0.0000
H -5.8797 -26.4299 8.5475 0.225 0.515 -0.230 0.0000
H -8.2011 -28.0328 8.7737 0.538 -0.488 0.851 0.0000
H -8.3204 -26.6819 7.8768 0.398 1.326 0.052 0.0000
H -9.3083 -26.8392 9.3711 -0.089 0.145 -0.353 0.0000
H -3.5590 -25.9258 9.1296 -0.293 0.111 -0.066 0.0000
H -3.0570 -25.3819 10.5745 -0.121 0.042 0.129 0.0000
C -11.9944 -18.8378 4.6691 0.494 -0.384 0.894 0.0000
C -11.2832 -17.4933 4.9678 0.170 -1.224 -0.152 0.0000
C -9.8260 -17.6880 5.5374 -0.857 -0.843 -0.351 0.0000
O -9.1850 -16.4945 5.8196 -0.113 0.592 0.677 0.0000
C -7.8383 -16.5753 6.2849 -0.382 0.780 -0.055 0.0000
N -11.2151 -16.7978 3.7099 -0.271 0.762 -0.429 0.0000
H -12.8708 -18.7478 4.0274 0.485 0.361 -0.539 0.0000
H -12.4539 -19.2703 5.5578 0.386 -0.010 0.433 0.0000
H -11.2607 -19.5640 4.3192 -0.231 -0.174 -0.446 0.0000
H -12.0205 -17.0614 5.6445 0.692 0.964 0.296 0.0000
H -9.2166 -18.1418 4.7559 -0.266 -0.739 -0.396 0.0000
H -9.8165 -18.3509 6.4027 -0.109 -0.162 0.297 0.0000
H -7.1285 -16.5847 5.4578 -0.017 0.443 -0.230 0.0000
H -7.5008 -17.4099 6.8994 -0.919 -0.467 0.240 0.0000
H -7.8109 -15.6759 6.9001 0.858 0.003 -0.163 0.0000
H -10.8587 -17.4265 3.0043 0.015 -0.111 -0.165 0.0000
H -10.5675 -16.0237 3.7487 0.044 0.208 0.116 0.0000
C -6.5706 -14.6355 13.8939 0.959 -2.099 1.025 0.0000
C -7.4988 -15.6828 14.5363 -2.985 0.039 -1.358 0.0000
C -7.5608 -17.0974 13.8236 0.275 0.646 1.149 0.0000
O -8.4549 -18.0144 14.5263 0.139 0.452 -0.141 0.0000
C -8.5791 -19.3012 13.9014 0.902 1.287 -1.172 0.0000
N -7.2766 -15.8486 15.9359 1.333 -0.788 0.613 0.0000
H -6.6769 -14.3935 12.8364 -0.540 0.075 0.260 0.0000
H -5.6489 -15.2066 14.0052 0.871 0.716 -0.201 0.0000
H -6.5410 -13.7925 14.5842 0.042 0.209 -0.450 0.0000
H -8.4980 -15.2712 14.3938 -0.608 -0.048 -0.168 0.0000
H -6.5278 -17.4448 13.8407 0.142 -0.602 -0.014 0.0000
H -7.8733 -16.9923 12.7847 -0.149 0.111 -0.054 0.0000
H -7.7416 -19.9461 14.1673 -0.195 -0.234 0.313 0.0000
H -8.4794 -19.1106 12.8328 0.079 -0.248 -0.382 0.0000
H -9.5566 -19.7777 13.9746 0.043 0.283 0.871 0.0000
H -7.6695 -16.7126 16.2810 -0.122 0.234 0.085 0.0000
H -7.4277 -15.0701 16.5615 -0.209 -0.035 -0.391 0.0000
C -17.4620 -21.7357 14.9106 0.068 -0.220 0.988 0.0004
C -18.3186 -21.7129 13.7016 -0.742 4.970 1.451 -0.0171
C -17.9624 -20.3008 13.0658 -0.461 -1.606 -0.203 0.0089
O -18.5520 -20.3296 11.7794 -0.686 1.728 -0.720 0.0040
C -19.3356 -19.1533 11.5043 -1.035 0.754 -0.661 0.0013
N -17.9911 -22.8088 12.9419 1.413 -2.672 -2.952 0.0166
H -17.5497 -20.8016 15.4654 -0.292 -0.507 0.717 0.0001
H -16.4105 -21.7792 14.6268 0.144 -0.083 -0.183 0.0000
H -17.7165 -22.6898 15.3720 0.240 0.418 1.181 -0.0006
H -19.3798 -21.6590 13.9445 -0.066 -0.131 0.014 -0.0053
H -16.8928 -20.0908 13.0653 0.390 -0.599 -0.668 -0.0016
H -18.2895 -19.4647 13.6839 -0.888 -0.242 0.048 0.0001
H -19.9631 -19.2425 10.6175 0.396 -0.815 -0.324 0.0008
H -18.8461 -18.1945 11.3335 1.154 -0.363 0.086 -0.0002
H -20.0957 -18.8622 12.2292 0.175 -0.777 0.882 0.0002
H -18.3761 -23.6941 13.2386 -1.043 0.080 0.182 0.0015
H -17.0640 -22.9580 13.3136 1.062 -0.510 -1.290 0.0088
C -22.0395 -15.1647 4.4731 -0.445 -0.612 -0.798 0.0000
C -21.1076 -15.9090 5.3365 0.849 0.091 1.835 0.0000
C -19.9630 -16.5922 4.5583 -0.909 -1.536 0.899 0.0000
O -19.0996 -17.1815 5.5607 -0.688 1.043 -0.334 0.0000
C -18.0253 -17.8244 4.9412 -0.513 0.018 -0.384 -0.0003
N -20.5690 -15.0743 6.4052 0.430 0.169 0.071 0.0000
H -22.8002 -14.5442 4.9467 0.613 0.225 0.358 0.0000
H -22.6277 -15.9710 4.0348 0.010 0.329 -1.113 0.0000
H -21.3688 -14.6315 3.7993 -0.842 0.379 -0.592 0.0000
H -21.6489 -16.6244 5.9557 -0.102 -0.733 -0.598 0.0000
H -19.4495 -16.0422 3.7697 0.468 0.996 0.594 0.0000
H -20.3620 -17.3980 3.9423 -0.397 -0.537 0.062 0.0000
H -17.3137 -18.1715 5.6904 -0.005 0.120 -0.118 0.0003
H -17.6043 -17.1112 4.2325 0.685 -0.238 -0.071 0.0000
H -18.4619 -18.6527 4.3833 0.483 -0.473 -0.265 -0.0001
H -20.0453 -15.7376 6.9583 0.215 0.155 0.497 0.0000
H -19.8420 -14.4975 6.0065 0.167 0.558 -0.031 0.0000
```
Positions in Å, forces in eV/Å.

Values from the calculation:
Gap between HOMO and LUMO (alpha / beta), eV: 3.67 / 3.97
E_LUMO (alpha / beta), eV: -5.7961 / -5.4981
Expectation value of S²: 8.984
Multiplicity: 6
Calculated total energy, a.u.: -3655.94488
Net charge: +1

---

ORCA calculation (ωB97M-V/def2-TZVPD) on a molecular structure, C31H23F6OPPdS3Sb at a distorted geometry.

Geometry as XYZ:
```
67
Properties=species:S:1:pos:R:3:forces:R:3:mulliken_spin:R:1
Pd -0.9777 0.2965 0.4296 -0.796 0.156 0.294 0.4644
C 3.4257 3.3211 4.8939 0.026 -0.010 -0.020 0.0106
C 2.0375 3.3359 4.9088 -0.026 0.043 0.024 -0.0031
C 1.3287 2.6420 3.9432 0.000 -0.028 -0.022 0.0234
C 2.0113 1.9410 2.9504 -0.507 -0.278 0.383 0.0567
C 3.4021 1.9181 2.9378 -0.032 -0.019 -0.067 0.0092
C 4.1035 2.6142 3.9114 0.016 0.031 -0.001 -0.0024
P 1.0232 1.1359 1.6450 0.460 0.266 -1.450 0.2867
C 2.2314 0.1740 0.6826 0.027 -0.049 0.244 0.0175
C 2.8355 -0.9081 1.3275 -0.070 0.064 0.006 0.0185
C 3.6681 -1.7620 0.6272 0.025 -0.055 0.019 0.0003
C 3.8877 -1.5534 -0.7282 0.003 0.031 0.002 0.0084
C 3.2951 -0.4763 -1.3687 0.034 -0.003 -0.071 -0.0035
C 2.4700 0.3910 -0.6692 -0.027 0.088 0.083 -0.0142
C 0.5114 2.5391 0.6165 0.137 0.150 0.228 -0.0048
C 1.2497 3.6778 0.3147 -0.160 0.121 0.036 -0.0106
C 0.6772 4.6355 -0.5073 0.075 0.026 0.007 0.0075
C -0.6104 4.4561 -1.0014 0.048 0.022 0.253 -0.0009
C -1.3508 3.3209 -0.6889 -0.715 -0.244 0.005 0.0067
C -0.7814 2.3693 0.1315 1.236 -1.553 -0.479 -0.0563
H 3.9803 3.8605 5.6504 -0.004 -0.004 0.003 0.0006
H 1.5070 3.8856 5.6749 -0.001 -0.012 0.000 -0.0001
H 0.2449 2.6451 3.9526 -0.001 0.014 0.034 0.0027
H 3.9335 1.3739 2.1694 0.016 -0.005 0.018 0.0028
H 5.1854 2.6011 3.8947 -0.001 0.013 0.019 0.0003
H 2.6417 -1.0795 2.3817 0.026 -0.052 -0.014 -0.0011
H 4.1337 -2.5990 1.1311 -0.019 0.005 0.005 0.0001
H 4.5204 -2.2333 -1.2837 -0.003 0.009 -0.007 0.0004
H 3.4637 -0.3149 -2.4252 -0.007 -0.007 -0.004 0.0004
H 2.0037 1.2231 -1.1797 -0.063 -0.038 -0.022 0.0005
H 2.2486 3.8056 0.7148 -0.008 0.008 0.022 0.0004
H 1.2327 5.5298 -0.7584 -0.012 -0.017 -0.046 -0.0002
H -1.0485 5.2126 -1.6389 -0.033 -0.020 -0.013 -0.0001
H -2.3569 3.2138 -1.0748 0.061 -0.109 -0.097 -0.0034
F -2.6284 -0.0294 1.8616 -0.327 0.059 0.266 0.0114
Sb -4.3792 -0.9490 2.2317 0.630 0.289 -0.287 0.0047
F -5.1217 0.4119 1.1447 -0.040 -0.173 0.194 0.0003
F -4.4664 0.1709 3.7409 -0.032 -0.133 -0.077 0.0003
F -6.0017 -1.7899 2.6428 0.045 0.079 -0.086 0.0000
F -3.3450 -2.2290 3.1632 -0.135 0.171 -0.003 0.0006
F -4.1107 -1.9569 0.6529 0.024 0.095 0.176 0.0007
O -0.3324 -0.3135 -1.3994 0.273 1.063 0.670 0.1650
C -0.9440 -1.4726 -1.8768 -0.422 -0.379 -0.066 0.0109
C -0.0366 -2.0101 -2.9765 0.072 0.010 0.133 0.0029
C 0.6395 -1.2432 -3.8756 -0.050 -0.005 -0.026 -0.0016
C 1.3997 -2.0135 -4.7944 0.054 0.076 -0.066 -0.0009
C 1.2849 -3.3488 -4.5709 -0.100 -0.200 0.143 0.0017
S 0.2653 -3.6861 -3.2333 0.082 0.206 -0.073 0.0009
C -2.3355 -1.1579 -2.4403 0.188 0.135 -0.105 -0.0243
C -3.2271 -0.2522 -1.9524 0.119 -0.139 0.015 0.0216
C -4.4525 -0.2351 -2.6689 -0.112 0.052 0.049 0.0014
C -4.4610 -1.1187 -3.6992 0.099 -0.172 -0.090 0.0012
S -2.9802 -1.9788 -3.8093 -0.027 0.111 0.125 0.0008
C -1.1192 -2.5036 -0.7643 0.150 0.043 -0.238 -0.0073
C -1.8387 -3.6497 -0.7453 -0.054 0.189 0.028 -0.0010
C -1.7760 -4.3191 0.5136 0.006 0.021 0.047 0.0041
C -1.0277 -3.6611 1.4270 -0.091 0.157 0.260 -0.0034
S -0.3246 -2.2403 0.7527 0.048 -0.190 -0.425 0.0051
H 0.5831 -0.1642 -3.8739 -0.006 -0.003 0.012 0.0014
H 2.0007 -1.5898 -5.5869 -0.011 -0.016 0.001 -0.0001
H 1.7352 -4.1654 -5.1125 0.025 0.047 -0.021 0.0004
H -3.0385 0.3836 -1.0952 -0.044 0.007 0.025 -0.0150
H -5.2897 0.3964 -2.4096 0.011 0.007 -0.012 0.0001
H -5.2474 -1.3258 -4.4070 -0.027 0.052 0.034 0.0002
H -2.4304 -3.9927 -1.5815 -0.033 0.027 -0.001 -0.0001
H -2.3010 -5.2390 0.7250 0.063 -0.028 0.023 0.0004
H -0.8206 -3.9207 2.4519 -0.078 -0.002 -0.001 0.0000
```
Positions in Å, forces in eV/Å.

Values from the calculation:
Gap between HOMO and LUMO (alpha / beta), eV: 6.20 / 5.41
E_LUMO (alpha / beta), eV: -2.3132 / -3.0941
Expectation value of S²: 0.780
Multiplicity: 2
Calculated total energy, a.u.: -3773.59964

---

ORCA calculation (ωB97M-V/def2-TZVPD) on a single C3H8N4O molecule at a distorted geometry.

Geometry as XYZ:
```
16
Properties=species:S:1:pos:R:3:forces:R:3:nbo_charge:R:1
H -0.1770 -1.9970 -0.2790 -0.262 0.367 0.861 0.3502
N -1.0892 -1.5703 -0.1218 -0.756 0.550 -0.487 -0.8320
C -1.1184 -0.3573 0.3594 0.311 -1.271 -1.289 0.3948
C 0.0376 0.4161 0.7687 2.258 0.786 -0.415 -0.5104
C 1.2555 0.3403 0.0864 -1.011 0.285 0.876 0.4335
N 2.4261 0.8892 0.5879 0.077 -0.142 -0.380 -0.8090
N 1.4243 -0.2326 -1.1520 -0.403 -1.080 -0.761 -0.8298
N -2.3328 0.2687 0.3706 0.335 2.008 1.055 -0.3035
O -3.4219 -0.3242 -0.2167 -0.051 -0.518 -0.256 -0.5485
H 0.0291 1.1227 1.6074 -0.349 -0.417 -0.320 0.2198
H 3.1500 1.1817 -0.0652 -0.575 -0.155 0.098 0.3871
H 2.3311 1.5097 1.3649 -0.090 0.094 0.338 0.3895
H 2.2675 -0.7937 -1.3213 -0.558 0.534 0.313 0.3884
H 0.5760 -0.6874 -1.5292 0.845 0.524 0.379 0.4051
H -2.3665 1.2918 0.2306 0.288 -1.124 0.178 0.3774
H -2.9915 -1.0577 -0.6908 -0.060 -0.440 -0.190 0.4874
```
Positions in Å, forces in eV/Å.

Values from the calculation:
SMILES string: [H]/N=C(\C=C(N)N)NO
Gap between HOMO and LUMO, eV: 8.80
E_LUMO, eV: 0.7310
Calculated total energy, a.u.: -413.31212

---

no.,molar mass (g mol⁻¹)
1,827.13
2,880.87
3,116.12